Entry one
17
Properties=species:S:1:pos:R:3:mulliken_charge:R:1 method="wB97M-V/def2-TZVPD" mol_weight_g_mol=115.1 lumo_energy_ev=0.80 homo_energy_ha=-0.3366
C 3.13706 0.16253 0.01578 -0.76
N 1.66452 0.08356 0.24178 -0.36
C 1.07624 -0.94471 -0.15160 -0.05
N -0.29722 -1.23664 -0.01452 -0.60
C -1.20606 -0.34618 0.01529 0.60
C -1.02885 1.11607 -0.03767 -1.04
N -2.48522 -0.75732 0.36415 -0.15
O -3.43415 0.09627 -0.24489 -0.45
H 3.36047 1.15911 -0.33697 0.26
H 3.51063 -0.61012 -0.67129 0.31
H 3.62297 -0.02052 0.95759 0.26
H 1.60871 -1.80853 -0.59869 0.30
H -1.94504 1.57137 -0.33067 0.46
H -0.31384 1.35971 -0.78958 0.33
H -0.76354 1.42385 0.99880 0.20
H -2.67508 -1.71551 0.04782 0.32
H -3.83161 0.46704 0.53468 0.35



Entry two
17
Properties=species:S:1:pos:R:3:mulliken_charge:R:1 method="wB97M-V/def2-TZVPD" mol_weight_g_mol=115.1 lumo_energy_ev=0.61 homo_energy_ha=-0.3070
C -1.27960 -0.47952 -0.36767 0.21
C 0.29150 -0.49244 -0.54392 0.17
C 1.12176 -0.70045 0.83614 -0.70
C 2.00024 0.26881 0.07889 -0.41
H -0.46451 1.87517 -0.32667 0.47
H -2.37833 0.69092 1.19289 0.24
H -3.10511 -1.33064 -0.11184 0.27
H 0.41452 -1.38091 -1.15252 0.37
H 0.66925 -0.42104 1.75962 0.25
H 1.11724 -1.76663 0.92668 0.35
H 2.64382 0.01168 -0.65198 0.40
H 2.24293 0.91761 0.88698 0.29
H 1.07371 0.77394 -1.82696 0.24
N -1.58228 0.64705 0.40468 -0.24
N -2.12645 -1.53755 -0.33202 -0.73
N 0.91052 0.82512 -0.80153 -0.64
O -1.54921 2.09888 0.02925 -0.52



Which structure loses on stability? entry two does.



Entry one
17
Properties=species:S:1:pos:R:3:mulliken_charge:R:1 method="wB97M-V/def2-TZVPD" mol_weight_g_mol=115.1 lumo_energy_ev=-0.11 homo_energy_ha=-0.3174
C 0.17657 -2.39893 0.33664 0.11
C 0.52069 0.78242 -0.46867 0.04
C -1.01216 0.62688 -0.72259 -0.36
C 0.19147 2.04660 0.33716 -0.70
H 0.83909 -3.51240 0.74844 0.25
H 2.15135 -1.72496 0.41567 0.23
H 0.85577 0.12346 1.61777 0.25
H 1.28284 0.79772 -1.13163 0.49
H -1.06737 0.00719 0.29173 0.28
H -1.72963 0.66149 -1.72280 0.27
H -1.93809 2.41293 0.41143 0.24
H 0.73260 2.92290 0.11356 0.30
H 0.21443 1.88535 1.42171 0.29
N 1.28655 -1.37681 0.14260 -0.35
N 1.00148 -0.06653 0.50661 -0.25
N -1.12158 2.14749 -0.41764 -0.56
O -1.09570 -1.85557 -0.08526 -0.53



Entry two
17
Properties=species:S:1:pos:R:3:mulliken_charge:R:1 method="wB97M-V/def2-TZVPD" mol_weight_g_mol=115.1 lumo_energy_ev=0.89 homo_energy_ha=-0.2978
N 1.05092 2.30030 -0.13563 -0.41
N 0.64184 1.61759 0.91294 -0.64
C 0.06422 0.56579 0.40058 0.12
N 0.02854 0.54094 -0.90809 -0.33
C -0.06712 -0.87089 -1.24128 -0.60
C -1.04929 -1.31491 -0.22876 -0.58
C -0.61087 -0.53363 0.91173 0.40
O 0.13659 -1.47141 1.91675 -0.55
H 0.38582 2.24223 -1.09714 0.37
H 1.68657 3.17770 0.07484 0.20
H 0.82895 0.97040 -1.21601 0.37
H -0.19103 -1.28758 -2.40611 0.32
H 0.90007 -1.49546 -0.75056 0.20
H -1.85123 -0.91047 -0.75331 0.32
H -1.18808 -2.30631 0.34113 0.30
H -1.37853 -0.28941 1.72521 0.21
H 0.61262 -0.93489 2.45371 0.28



Which structure loses on stability? entry one does.



Entry one
11
Properties=species:S:1:pos:R:3:mulliken_charge:R:1 method="wB97M-V/def2-TZVPD" mol_weight_g_mol=113.1 lumo_energy_ev=-0.43 homo_energy_ha=-0.3761
H -2.35501 1.08499 -0.40107 0.21
N -1.36118 1.17649 -0.66561 -0.60
C -0.87667 0.07248 -0.20943 0.67
N -1.57139 -0.87532 0.52297 -0.45
O 0.38804 -0.16445 -0.70894 -0.29
C 1.42700 0.56342 -0.03120 0.56
O 1.36505 1.42860 0.77499 -0.35
C 2.86158 0.02985 -0.24730 0.16
N 4.00172 -0.50655 -0.17757 -0.38
H -1.26476 -1.71810 0.87076 0.22
H -2.61437 -1.09141 0.27240 0.25



Entry two
11
Properties=species:S:1:pos:R:3:mulliken_charge:R:1 method="wB97M-V/def2-TZVPD" mol_weight_g_mol=113.1 lumo_energy_ev=0.50 homo_energy_ha=-0.3359
O 2.71369 -0.57216 -0.00488 -0.46
C 1.86634 0.28071 -0.02351 0.06
N 0.48503 0.04771 -0.03071 0.45
C -0.40346 1.11000 -0.00810 0.15
N -1.66917 0.97242 -0.01651 -0.39
O -2.19013 -0.35860 -0.00664 -0.18
C -1.27629 -1.34320 -0.00446 0.03
N 0.00414 -1.26033 0.00661 -0.59
H 2.15866 1.34358 0.04021 0.20
H 0.03204 2.10141 0.07273 0.30
H -1.72084 -2.32154 -0.02473 0.43



Entry three
11
Properties=species:S:1:pos:R:3:mulliken_charge:R:1 method="wB97M-V/def2-TZVPD" mol_weight_g_mol=113.1 lumo_energy_ev=-0.15 homo_energy_ha=-0.3706
N 1.52950 -1.37492 -0.56599 -0.51
C 0.39494 -0.71172 -0.70727 0.06
O -0.24047 -0.89758 -1.71216 -0.56
C -0.14397 0.40761 0.19253 0.75
C -1.44554 0.95613 0.06394 0.01
N -1.34080 1.96693 0.98289 -0.20
N -0.23677 2.12051 1.66100 -0.24
O 0.48622 0.87489 1.14570 -0.26
H 1.83603 -1.36590 0.47217 0.29
H 1.48972 -2.45757 -1.05190 0.34
H -2.32887 0.48163 -0.48091 0.33



Which structure loses on stability? entry three does.



Entry one
18
Properties=species:S:1:pos:R:3:mulliken_charge:R:1 method="wB97M-V/def2-TZVPD" mol_weight_g_mol=97.2 lumo_energy_ev="-0.17 / 0.42" homo_energy_ha="-0.2861 / -0.3304"
C -0.51679 -0.69108 1.70940 -1.15
C 0.42232 -0.43609 0.66405 0.48
C 0.90442 -1.61237 -0.17257 -1.38
C -0.43653 0.68905 -0.13383 0.43
C 0.37145 1.95745 -0.37852 -1.57
C -1.07507 -0.04030 -1.39090 -0.11
N -0.92138 0.43999 -2.48924 -0.59
H -1.65895 -0.92029 -1.00679 0.36
H -0.61759 -0.00744 2.54641 0.39
H -1.20203 -1.53400 1.65950 0.31
H 1.27595 0.14727 1.03057 0.25
H 1.65512 -2.17439 0.39128 0.39
H 1.35266 -1.27491 -1.11200 0.35
H 0.08527 -2.29540 -0.41988 0.32
H -1.36142 0.92706 0.41596 0.32
H -0.22506 2.70011 -0.91142 0.42
H 0.68883 2.38771 0.57738 0.42
H 1.25880 1.73763 -0.97942 0.33



Entry two
18
Properties=species:S:1:pos:R:3:mulliken_charge:R:1 method="wB97M-V/def2-TZVPD" mol_weight_g_mol=97.2 lumo_energy_ev=0.88 homo_energy_ha=-0.3729
C -2.78447 0.00107 -0.93203 -1.22
C -1.36118 0.37166 -0.38591 -0.20
C -0.05204 -0.38532 -0.78323 -0.63
C 1.44265 -0.40227 0.67510 0.16
C 2.94100 0.03401 0.42476 -1.23
C 0.76247 0.53473 1.52960 0.32
N 0.03412 1.25684 2.06780 -0.57
H -3.53499 0.32725 -0.19344 0.32
H -3.05112 0.53026 -1.85694 0.31
H -2.97465 -1.06440 -1.10403 0.33
H -1.24765 1.44470 -0.57746 0.30
H -1.40992 0.29808 0.69943 0.26
H -0.30438 -1.40625 -1.11257 0.34
H 0.49443 0.12222 -1.57452 0.28
H 1.52378 -1.35554 1.23480 0.21
H 3.47620 -0.65327 -0.23863 0.32
H 3.03217 1.04681 0.02465 0.34
H 3.54542 0.04290 1.35789 0.35



Entry three
18
Properties=species:S:1:pos:R:3:mulliken_charge:R:1 method="wB97M-V/def2-TZVPD" mol_weight_g_mol=97.2 lumo_energy_ev=0.32 homo_energy_ha=-0.2772
C 1.62342 -3.03487 -0.36616 -0.90
C 1.05750 -1.94743 0.60192 -0.22
C 0.09356 -1.04573 0.16495 -0.20
N -0.50851 0.04146 0.62848 -0.26
C -1.24636 0.96162 -0.25905 -0.23
C -0.83957 3.22236 0.72455 -0.77
C -0.55938 2.27913 -0.31803 -0.36
H 1.78432 -2.36936 -1.31971 0.27
H 1.01456 -3.96128 -0.39053 0.24
H 2.62265 -3.32655 0.01398 0.28
H 1.54891 -1.64350 1.50204 0.33
H -0.25529 -1.15421 -0.90481 0.15
H -0.04447 0.77193 1.22993 0.30
H -1.50216 0.59119 -1.34605 0.32
H -2.22770 1.26704 0.19662 0.27
H -1.33337 3.41906 -0.43049 0.18
H -1.62226 3.51618 1.24670 0.33
H 0.39412 2.41295 -0.97433 0.26



Entry four
18
Properties=species:S:1:pos:R:3:mulliken_charge:R:1 method="wB97M-V/def2-TZVPD" mol_weight_g_mol=97.2 lumo_energy_ev=1.01 homo_energy_ha=-0.3852
C 1.50217 -1.26840 0.22916 -1.45
C 0.66285 -0.09240 0.66046 0.17
C -0.35580 -0.25007 1.74837 -0.67
C -0.80958 0.09300 0.35992 -0.14
C -1.24095 1.52831 -0.05003 -1.24
H 2.33040 -1.38034 0.93849 0.40
H 1.90836 -1.09019 -0.76925 0.38
H 0.91274 -2.18953 0.23182 0.32
H 1.18264 0.85793 0.68452 0.27
H -0.43873 0.48895 2.53031 0.28
H -0.45444 -1.29264 2.10241 0.24
H -1.43304 -0.68064 -0.08893 0.49
H -1.48594 1.63537 -1.12519 0.32
H -2.12736 1.80306 0.51435 0.35
H -0.45623 2.27403 0.13741 0.31
C 0.09761 -0.13437 -2.67347 0.59
N 0.19904 0.14110 -3.79452 -0.42
H 0.00625 -0.44318 -1.63583 -0.20



Which structure loses on stability? entry three does.